Below is 11 unconnected molecules or ions with the total composition C31H84O11 at a distorted geometry, with properties calculated with the ωB97M-V functional and the def2-TZVPD basis.

Geometry as XYZ:
```
126
Properties=species:S:1:pos:R:3:forces:R:3
C 2.3719 -3.5746 -1.7474 -0.4260 0.7458 -0.5216
C 1.4246 -2.5097 -1.1757 -0.7526 -1.3854 -6.1017
C 0.0636 -3.0430 -1.2341 -3.2100 -0.5060 -1.7502
O 1.5545 -2.1412 0.0371 3.6652 0.9769 6.8636
H 2.2219 -3.6104 -2.8650 -0.0182 -0.1201 1.1529
H 2.1629 -4.5455 -1.3061 0.3327 -0.1275 0.0343
H 3.3718 -3.2179 -1.5860 0.7882 -0.3002 0.2116
H 1.5636 -1.6425 -1.8628 -0.3664 -0.2080 -0.0189
H -0.1981 -3.2597 -2.2750 -0.3998 0.0703 -0.0362
H -0.7070 -2.3505 -0.7957 0.7882 -0.4456 -0.5402
H -0.0746 -3.9935 -0.7207 0.4244 -0.0244 0.3528
H 0.9913 -1.3991 0.1788 -0.6939 0.8292 0.3143
C 0.7490 1.2975 -2.2388 -0.5651 -0.3273 -0.2298
C -0.0621 1.1363 -0.9592 -4.7028 6.7679 -5.6897
C -1.4948 0.6599 -1.2617 1.2300 0.8502 -1.3227
O 0.3626 0.3428 -0.1051 5.5926 -5.7787 6.6234
H 1.5224 2.0231 -2.1215 0.3853 0.8041 -0.0897
H 0.0903 1.5087 -3.0858 0.2311 0.3256 0.1139
H 1.2718 0.4020 -2.4716 0.3311 -1.0275 -0.1909
H -0.0915 2.1743 -0.5254 -0.4413 -0.2108 -0.2839
H -2.1345 0.8449 -0.4052 -0.2085 -0.3907 -0.1057
H -1.3290 -0.3695 -1.5949 -0.6478 -0.1524 0.5692
H -1.8206 1.1662 -2.1707 -0.5398 0.1909 0.3234
H 1.3330 0.5381 0.0442 -0.5958 -0.5498 -0.0231
C -0.9733 4.1845 5.4956 1.7388 0.1660 0.3348
C -0.5803 3.1223 4.4619 -7.4913 5.4813 -3.9175
C -0.0336 3.6170 3.1208 0.0556 2.8784 0.0939
O 0.1246 2.2127 4.8943 6.8618 -7.0746 4.3229
H -1.7450 4.7904 5.0398 -0.2006 0.2729 0.2710
H -0.1312 4.8377 5.9150 -0.9186 -0.8014 -0.8506
H -1.3365 3.5946 6.3370 -0.3304 0.3063 0.1196
H -1.5944 2.6043 4.2960 0.3357 1.3569 -0.5254
H -0.5876 4.5136 2.7594 0.1027 -0.4493 0.2461
H -0.0657 2.9329 2.2763 0.2245 -0.4490 0.3772
H 0.9957 4.0279 3.3317 -0.6847 -0.7260 -0.4562
H 0.2153 1.5809 4.1774 0.3847 -0.6160 -0.0106
C -5.0425 -0.3211 -5.3800 -0.1647 -0.2890 0.0544
C -4.0570 0.2578 -4.3735 -7.7591 6.1348 -1.1964
C -4.8375 0.5420 -3.0597 -1.0421 -0.9174 0.3656
O -3.0163 -0.3354 -4.0895 8.6896 -6.6448 1.4503
H -5.6114 -1.0885 -4.8877 -0.4008 -0.6654 0.1140
H -4.6432 -0.7152 -6.2934 0.8319 -0.4043 -0.3407
H -5.7493 0.4045 -5.7435 -0.3361 0.6003 0.2736
H -3.7043 1.2067 -4.8407 -0.5518 0.0865 0.4684
H -5.7077 1.1056 -3.2530 -0.8973 1.4043 -0.3168
H -4.2874 0.9933 -2.2266 0.1987 -0.0446 -0.5033
H -5.3850 -0.3616 -2.6442 1.1772 0.2595 -0.5260
H -3.1558 -1.2657 -3.8288 0.0505 0.4997 0.0411
C 0.0971 -0.8686 4.4319 -0.3006 -1.7061 0.2158
C 0.0984 -0.8565 2.9125 1.5218 -6.6344 2.5017
C -1.0281 -1.5723 2.2450 -0.2453 -2.8134 1.6295
O 0.0258 0.3637 2.5839 -0.1777 7.8032 -2.1264
H -0.7455 -0.3172 4.8199 -0.4531 0.2414 0.0151
H 0.9893 -0.3405 4.7436 0.2748 -0.2026 0.4210
H 0.0180 -1.9044 4.8533 0.4521 0.8802 -0.2894
H 1.0928 -1.2685 2.5967 -0.5741 -0.3980 0.0891
H -1.0135 -1.4515 1.1968 -0.1635 0.3846 -1.1935
H -1.9451 -1.2672 2.7019 -0.7709 0.6473 -0.0682
H -1.0503 -2.6690 2.4303 0.4404 0.4631 -0.1530
H -0.0571 0.3504 1.6247 -0.0174 1.0330 -0.5183
C -3.6254 -1.5277 -0.1213 -0.3522 -1.2776 -0.3171
C -4.6322 -2.5025 0.5375 5.0632 -1.7388 1.2802
C -4.2023 -3.1330 1.8992 1.7421 -1.0624 -1.0828
O -5.7871 -1.9726 0.7777 -5.8791 3.8190 0.8218
H -2.7797 -2.0541 -0.5906 -0.4435 -0.0242 0.1317
H -3.1825 -0.7688 0.4729 0.2523 0.4895 1.0273
H -4.1990 -1.0150 -0.8738 -0.0322 0.1784 -0.5758
H -4.8978 -3.1816 -0.1999 1.1261 -2.3873 -1.5662
H -4.8762 -3.8916 2.3053 -0.4488 0.3373 -0.3497
H -4.0570 -2.3646 2.6474 -0.0732 0.2635 0.0714
H -3.2523 -3.6884 1.7849 -0.0960 0.3723 0.1100
H -6.4270 -2.5868 0.4409 -0.9353 0.2303 0.1720
C -3.1194 1.3550 2.6394 -0.2620 1.3847 0.2919
C -4.5567 1.2663 2.2102 2.6798 8.2963 -1.4785
C -4.8478 1.7768 0.7799 -0.8790 0.7299 -0.8389
O -5.0296 0.1479 2.3492 -3.9487 -11.0802 0.9249
H -2.8281 2.3851 2.4924 0.4244 0.4237 0.6233
H -2.4557 0.8194 2.0444 0.9901 -1.2379 -1.4414
H -2.9542 0.9626 3.6464 -0.2660 0.4489 0.0667
H -5.1278 1.8582 2.8997 -0.1814 1.3571 0.4024
H -4.2480 2.6720 0.6045 -0.2405 0.1465 -0.3675
H -5.9632 2.0021 0.6089 1.6040 -0.1450 0.5736
H -4.6351 1.0385 -0.0371 0.2292 0.3915 0.9485
H -4.7043 -0.4267 1.6392 -0.5695 -0.1320 0.5205
C 5.7091 -1.4835 4.0653 -0.9559 -1.3537 0.7447
C 5.1293 -0.6878 2.9169 -2.4725 -6.9109 0.5525
C 3.6246 -0.8080 2.8606 -0.9656 -1.5689 0.2348
O 5.5600 0.4979 2.8537 2.9432 6.9852 -0.9014
H 5.5341 -1.0304 5.0543 0.5778 0.1265 -0.3041
H 6.7024 -1.7868 3.8056 1.0901 0.5949 0.5094
H 5.2477 -2.4795 4.1468 -0.4182 0.2798 -0.1312
H 5.5023 -1.2782 2.0828 0.0618 0.3334 -0.8080
H 3.4201 -1.8439 2.5018 -0.2365 0.6207 0.3980
H 3.1747 -0.1557 2.1332 -0.0574 0.4652 -0.3776
H 3.0764 -0.6672 3.8184 0.5795 0.0053 -0.3551
H 5.3213 0.9918 3.6320 -0.0842 0.4234 0.4605
C 3.6087 -0.5585 -3.6287 0.0347 1.7816 1.5775
C 4.9198 -0.4166 -4.4187 -9.2440 4.0162 -3.9732
C 5.1843 1.0619 -4.5161 -0.9055 0.4265 0.9337
O 5.8917 -1.0846 -4.0773 7.9327 -7.2078 3.9851
H 3.6786 0.0171 -2.6429 -0.2614 -0.4915 -1.2557
H 3.2716 -1.5241 -3.3492 0.1818 -1.3962 0.0090
H 2.7976 -0.1577 -4.2435 0.1616 0.3348 0.2303
H 4.5976 -0.8628 -5.3725 -0.3936 0.9292 -1.0372
H 5.1555 1.4492 -3.4545 0.5477 -0.0267 -1.2739
H 4.4117 1.5921 -5.0856 -0.1342 -0.2951 0.2894
H 6.0752 1.2390 -5.0608 1.2542 0.3464 -0.0504
H 5.6254 -2.0499 -4.1388 1.0027 1.6117 0.3614
C 4.3304 2.6719 -0.9214 0.4187 -0.0196 1.4155
C 3.6056 1.8093 0.1067 2.4722 6.8642 4.1213
C 2.5461 2.6097 0.8869 1.2871 -0.7459 -0.7375
O 3.0690 0.7377 -0.2874 -2.3204 -7.8390 -3.4101
H 3.7370 3.0567 -1.7074 -0.9170 0.1517 -0.9348
H 5.1406 2.0852 -1.3165 0.5478 -0.0469 -0.3604
H 4.7283 3.5428 -0.3855 0.1827 -0.2183 -0.1606
H 4.3118 1.5824 0.8929 0.9427 -0.0153 0.2373
H 3.0056 3.2860 1.5416 0.6752 1.1073 0.9128
H 1.8666 2.0336 1.4512 -0.4929 -1.1139 0.7847
H 1.9851 3.1328 0.2013 -1.5275 1.5496 -1.5780
H 3.7570 0.0445 -0.4390 -1.1188 0.4893 0.0266
C -0.1006 -1.2620 -4.3145 -1.0679 1.7125 0.8192
O -0.1523 -2.3528 -5.1356 -0.5961 -1.9516 -0.8094
H -0.6929 -1.2734 -3.3684 0.7687 -0.7348 -0.2685
H -0.5568 -0.4143 -4.7881 -0.0686 0.8181 -0.5579
H 0.9286 -1.0311 -4.1777 0.6928 0.0781 0.5990
H -1.0561 -2.4794 -5.4559 0.3177 0.0315 0.0664
```
Positions in Å, forces in eV/Å.

The value obtained for the HOMO energy is -8.73 eV. For the relative energy (zero: lowest compared OMol25 entry of this formula, charge and spin), the calculation gives 11.3343 eV. The SMILES is CC(C)O.CC(C)O.CC(C)O.CC(C)O.CC(C)O.CC(C)O.CC(C)O.CC(C)O.CC(C)O.CC(C)O.CO. Its multiplicity is 1. As for the molecular weight: 633.00 g mol⁻¹. The calculation puts the gap between HOMO and LUMO at 8.98 eV.

Mulliken atomic charge list, values in e, 2 entries: -1.90 3.29